67
Properties=species:S:1:pos:R:3:mulliken_spin:R:1 method="wB97M-V/def2-TZVPD" multiplicity=4 total_energy_ev=-161935.9753 homo_lumo_gap_ev="5.88 / 6.00" e_homo_ha="-0.2746 / -0.2745" s2=3.8970 relative_energy_kcal_mol=84.6
Cr -15.34 -9.23 1.90 3.30
C -17.09 -8.36 -2.63 0.00
C -15.71 -7.86 -2.23 -0.01
C -14.74 -8.68 -1.66 0.03
C -13.38 -8.45 -1.68 -0.04
C -12.33 -9.38 -1.18 -0.01
C -12.96 -7.22 -2.18 0.00
C -13.92 -6.23 -2.56 0.00
C -13.48 -4.85 -3.05 0.00
C -15.24 -6.57 -2.61 0.00
H -17.50 -7.88 -3.53 0.00
H -17.83 -8.10 -1.88 0.00
H -17.14 -9.40 -2.86 0.00
H -15.00 -9.59 -1.08 0.03
H -11.56 -9.55 -1.86 0.00
H -12.89 -10.22 -0.81 0.00
H -11.90 -8.90 -0.26 0.00
H -11.91 -6.97 -2.17 0.00
H -13.50 -4.06 -2.34 0.00
H -14.12 -4.59 -3.92 0.00
H -12.41 -4.80 -3.30 0.00
H -15.94 -5.81 -2.90 0.00
Br -25.72 -4.67 -3.00 0.00
C -24.57 -5.21 -1.69 0.02
C -24.37 -6.56 -1.41 -0.01
C -23.46 -6.96 -0.44 0.02
C -22.52 -6.00 0.09 -0.01
C -22.63 -4.65 -0.31 0.02
C -23.66 -4.28 -1.13 -0.01
N -21.54 -6.40 0.99 0.07
N -20.56 -5.50 1.16 -0.04
C -19.31 -5.87 1.46 0.02
C -18.29 -5.05 0.88 -0.02
C -17.01 -5.53 0.67 0.01
C -16.57 -6.78 1.19 -0.05
O -15.45 -7.35 0.97 -0.06
C -17.57 -7.42 2.10 -0.01
N -17.02 -8.45 2.80 0.03
C -17.82 -9.11 3.73 0.04
C -19.25 -8.86 3.70 -0.01
C -19.80 -7.86 2.91 0.02
C -18.93 -7.08 2.12 -0.01
H -24.94 -7.36 -1.88 0.00
H -23.42 -7.99 -0.08 0.00
H -21.92 -3.90 0.14 0.00
H -23.77 -3.23 -1.43 0.00
H -18.59 -4.03 0.75 0.00
H -16.24 -4.97 0.16 0.00
H -17.35 -9.89 4.34 -0.01
H -19.84 -9.51 4.36 0.00
H -20.86 -7.62 2.85 0.00
F -19.86 -12.91 -2.05 0.00
C -18.75 -12.68 -1.36 0.00
C -18.69 -12.98 -0.01 0.00
F -19.74 -13.69 0.60 0.00
C -17.60 -12.45 0.74 0.00
F -17.41 -12.68 2.02 0.00
C -16.57 -11.70 0.13 -0.01
S -15.06 -11.20 0.96 -0.03
C -16.55 -11.77 -1.26 0.01
F -15.33 -11.62 -1.90 0.00
C -17.64 -12.21 -2.02 0.00
F -17.60 -12.38 -3.38 0.00
C -13.61 -9.13 2.98 -0.30
H -13.87 -9.86 3.79 0.01
H -13.40 -8.19 3.51 0.02
H -12.85 -9.55 2.31 0.00

---

63
Properties=species:S:1:pos:R:3:lowdin_charge:R:1 method="wB97M-V/def2-TZVPD" charge=+2 total_energy_ev=-186556.8972 homo_lumo_gap_ev=7.63 e_homo_ha=-0.5323 relative_energy_kcal_mol=25.9
Ir -0.52 -0.29 -0.67 1.04
O -1.10 0.30 -2.65 0.04
C -1.17 1.17 -1.81 -0.42
C -1.32 2.59 -1.59 -0.21
C -2.16 3.46 -2.27 0.04
C -2.21 4.77 -1.83 -0.02
C -1.43 5.18 -0.74 -0.01
C -0.56 4.30 -0.09 -0.03
C -0.51 3.00 -0.53 -0.28
P 0.63 1.66 -0.08 0.97
C 2.03 1.89 -1.20 -0.35
C 2.40 3.17 -1.62 -0.07
C 3.47 3.34 -2.48 -0.04
C 4.18 2.24 -2.93 -0.04
C 3.82 0.96 -2.52 -0.05
C 2.75 0.79 -1.66 -0.10
C 1.18 1.97 1.60 -0.40
C 2.47 2.41 1.87 -0.07
C 2.83 2.71 3.18 -0.04
C 1.91 2.55 4.20 -0.04
C 0.62 2.11 3.94 -0.05
C 0.25 1.82 2.64 -0.11
H -2.78 3.12 -3.09 0.14
H -2.86 5.48 -2.32 0.13
H -1.51 6.20 -0.40 0.13
H 0.05 4.64 0.73 0.13
H 1.86 4.04 -1.27 0.11
H 3.75 4.34 -2.80 0.12
H 5.02 2.37 -3.61 0.12
H 4.37 0.10 -2.88 0.12
H 2.47 -0.21 -1.36 0.06
H 3.19 2.52 1.07 0.11
H 3.83 3.06 3.39 0.12
H 2.20 2.78 5.22 0.12
H -0.09 2.00 4.75 0.12
H -0.76 1.47 2.42 0.11
C -0.09 -5.60 -1.92 -0.02
C -1.04 -4.45 -1.80 -0.22
C -2.38 -4.55 -2.16 0.03
C -3.24 -3.47 -1.99 -0.06
C -2.73 -2.30 -1.47 -0.71
Br -3.90 -0.87 -1.12 0.88
N -1.44 -2.16 -1.16 -0.12
C -0.62 -3.22 -1.32 -0.07
H -0.37 -6.25 -2.74 0.09
H -0.10 -6.20 -1.00 0.10
H 0.93 -5.26 -2.08 0.09
H -2.77 -5.47 -2.57 0.14
H -4.28 -3.53 -2.25 0.12
H 0.42 -3.07 -1.04 0.11
Se 1.64 -1.40 1.44 1.21
N -0.12 -1.09 1.12 -0.43
C -0.80 -2.00 1.81 -0.35
C -2.22 -2.07 1.91 -0.04
C -2.77 -3.08 2.61 -0.02
C -1.98 -4.09 3.28 -0.03
C -0.63 -4.04 3.24 0.01
C 0.01 -2.98 2.51 -0.32
N 1.33 -2.80 2.39 -0.21
H -2.82 -1.30 1.44 0.07
H -3.85 -3.15 2.68 0.12
H -2.48 -4.87 3.83 0.12
H -0.01 -4.77 3.75 0.13

---

75
Properties=species:S:1:pos:R:3:mulliken_spin:R:1 method="wB97M-V/def2-TZVPD" multiplicity=5 charge=+2 total_energy_ev=-91866.8616 homo_lumo_gap_ev="8.22 / 6.48" e_homo_ha="-0.5384 / -0.5481" s2=6.0431 relative_energy_kcal_mol=0.0
Ru -1.01 -0.38 0.24 2.46
O -1.04 -7.45 -2.45 0.00
N -0.79 -6.33 -2.82 0.00
O -0.46 -6.01 -3.94 0.00
C -0.87 -5.25 -1.81 0.00
C -0.67 -5.60 -0.53 0.00
C -0.66 -4.61 0.50 0.00
C -0.51 -4.90 1.87 0.00
C -0.55 -3.88 2.79 0.00
C -0.70 -2.57 2.34 0.01
N -0.83 -2.27 1.06 -0.03
C -0.83 -3.28 0.14 0.04
C -1.09 -2.93 -1.22 -0.02
N -1.33 -1.61 -1.46 -0.02
C -1.66 -1.22 -2.68 0.02
C -1.77 -2.13 -3.73 0.00
C -1.50 -3.46 -3.51 0.02
C -1.14 -3.89 -2.22 -0.01
H -0.50 -6.65 -0.29 0.00
H -0.38 -5.93 2.19 0.00
H -0.47 -4.08 3.85 0.00
H -0.74 -1.74 3.03 0.00
H -1.84 -0.17 -2.83 0.00
H -2.06 -1.78 -4.71 0.00
H -1.56 -4.17 -4.32 0.00
C 4.42 1.03 -2.25 0.01
Si 4.84 1.04 -0.45 -0.01
C 5.38 2.73 0.07 0.01
C 6.10 -0.25 -0.05 0.01
C 3.34 0.66 0.72 0.10
C 3.59 0.83 2.09 -0.06
C 2.59 0.68 3.03 0.14
C 1.29 0.37 2.59 0.02
N 1.02 0.16 1.33 0.18
C 2.02 0.28 0.40 0.02
S 1.50 -0.15 -1.15 0.83
H 5.31 1.38 -2.78 0.00
H 3.60 1.72 -2.50 0.00
H 4.17 0.04 -2.63 0.00
H 6.31 2.99 -0.46 0.00
H 5.59 2.80 1.14 0.00
H 4.64 3.49 -0.18 0.00
H 7.05 0.02 -0.52 0.00
H 5.81 -1.23 -0.42 0.00
H 6.28 -0.32 1.03 0.00
H 4.59 1.09 2.43 0.00
H 2.78 0.82 4.08 0.00
H 0.46 0.31 3.29 0.02
N -1.23 1.39 -0.70 -0.03
C -1.37 2.47 -1.08 0.02
C -1.56 3.79 -1.57 -0.01
C -0.60 4.76 -1.28 0.01
C -0.80 6.05 -1.74 0.00
C -1.95 6.35 -2.46 0.01
C -2.91 5.38 -2.73 0.00
C -2.72 4.09 -2.28 0.01
H 0.28 4.50 -0.71 0.00
H -0.07 6.82 -1.53 0.00
H -2.10 7.37 -2.82 0.00
H -3.80 5.64 -3.29 0.00
H -3.46 3.33 -2.48 0.00
F -1.96 -0.30 4.43 0.00
C -2.76 0.69 3.99 0.01
F -3.94 0.56 4.57 0.00
F -2.20 1.84 4.36 0.00
C -2.86 0.62 2.43 -0.02
O -1.59 0.35 1.97 0.20
C -3.85 -0.50 2.02 0.01
F -3.57 -1.63 2.69 0.00
F -3.67 -0.80 0.71 0.01
F -5.11 -0.19 2.20 0.00
C -3.37 2.00 1.89 0.03
F -2.36 2.86 1.82 0.00
F -4.32 2.50 2.66 0.00
F -3.87 1.86 0.65 0.00

---

69
Properties=species:S:1:pos:R:3:lowdin_charge:R:1 method="wB97M-V/def2-TZVPD" charge=+1 total_energy_ev=-83846.8804 homo_lumo_gap_ev=7.68 e_homo_ha=-0.4208 relative_energy_kcal_mol=0.0
Ta -0.34 -1.20 1.59 1.46
O -1.48 -2.36 0.35 -0.31
N -1.26 -3.59 -0.09 -0.16
C -2.17 -4.12 -0.94 0.02
C -1.97 -5.37 -1.44 -0.02
C -0.82 -6.08 -1.05 -0.02
C 0.08 -5.51 -0.19 -0.04
C -0.15 -4.23 0.31 -0.59
S 0.86 -3.35 1.39 0.81
H -3.01 -3.47 -1.17 0.15
H -2.70 -5.80 -2.11 0.12
H -0.65 -7.08 -1.44 0.12
H 0.97 -6.03 0.12 0.12
O 2.65 0.31 3.76 0.14
C 2.32 -0.26 2.77 -0.63
O 1.28 -1.12 2.73 -0.40
C 3.03 -0.16 1.43 -0.19
P 1.79 -0.27 0.07 1.05
C 2.48 -1.43 -1.14 -0.38
C 1.61 -2.13 -1.97 -0.10
C 2.11 -3.01 -2.92 -0.06
C 3.48 -3.20 -3.04 -0.06
C 4.35 -2.49 -2.22 -0.06
C 3.85 -1.61 -1.28 -0.09
C 1.76 1.35 -0.73 -0.34
C 0.97 2.37 -0.20 -0.10
C 0.94 3.62 -0.78 -0.06
C 1.70 3.87 -1.91 -0.06
C 2.48 2.87 -2.46 -0.06
C 2.51 1.61 -1.88 -0.06
H 3.68 -1.03 1.36 0.10
H 3.63 0.74 1.39 0.11
H 0.54 -1.96 -1.89 0.08
H 1.43 -3.55 -3.56 0.11
H 3.87 -3.89 -3.77 0.11
H 5.42 -2.62 -2.32 0.11
H 4.55 -1.05 -0.66 0.11
H 0.34 2.17 0.67 0.07
H 0.32 4.40 -0.35 0.11
H 1.68 4.85 -2.37 0.11
H 3.07 3.06 -3.35 0.11
H 3.12 0.83 -2.32 0.10
S -1.99 -1.66 3.32 0.68
C -1.58 -0.04 3.89 -0.70
C -2.07 0.59 5.02 -0.05
C -1.61 1.86 5.30 -0.02
C -0.67 2.45 4.46 -0.02
C -0.23 1.76 3.36 -0.10
N -0.69 0.54 3.07 -0.11
H -2.79 0.08 5.65 0.12
H -1.97 2.39 6.17 0.12
H -0.28 3.44 4.66 0.12
H 0.52 2.17 2.70 0.11
O -0.98 -0.38 -1.63 0.07
C -1.47 0.35 -0.79 -0.54
O -1.31 0.16 0.52 -0.27
C -2.25 1.58 -1.12 -0.12
C -2.49 1.89 -2.45 0.01
C -3.17 3.06 -2.77 -0.03
C -3.60 3.92 -1.77 0.02
C -3.33 3.58 -0.46 -0.12
C -2.67 2.42 -0.10 0.06
N -3.76 4.50 0.62 -0.35
O -3.43 4.22 1.75 0.07
O -4.40 5.48 0.30 0.10
H -2.14 1.22 -3.22 0.13
H -3.36 3.31 -3.81 0.12
H -4.12 4.84 -2.00 0.13
H -2.49 2.20 0.94 0.12